Entry 1:
Entry from OMol25: a cluster of 2 separate species, C22H29N3O5 in total at a distorted geometry (wB97M-V/def2-TZVPD).

Cartesian coordinates (Å):
1 C -1.56 -6.18 1.85
2 O -1.20 -5.46 0.65
3 C -0.75 -4.18 0.76
4 C -0.70 -3.40 -0.43
5 C -0.43 -2.06 -0.36
6 C -0.17 -1.41 0.88
7 C 0.08 0.03 0.93
8 C -0.21 0.75 2.06
9 C 0.41 2.07 2.30
10 O 0.93 2.73 1.43
11 O 0.36 2.57 3.58
12 C -0.11 1.67 4.61
13 C 0.90 0.58 4.92
14 C -0.43 2.51 5.84
15 O -1.37 1.10 4.18
16 C -1.37 0.44 2.97
17 O -2.30 -0.26 2.67
18 C -0.15 -2.22 2.04
19 C -0.39 -3.59 1.99
20 H -2.01 -7.10 1.47
21 H -0.67 -6.41 2.45
22 H -2.29 -5.63 2.45
23 H -0.92 -3.89 -1.38
24 H -0.43 -1.44 -1.25
25 H 0.59 0.54 0.13
26 H 1.19 0.02 4.02
27 H 1.80 1.05 5.35
28 H 0.47 -0.10 5.66
29 H -1.13 3.31 5.58
30 H -0.88 1.88 6.61
31 H 0.49 2.96 6.24
32 H 0.09 -1.77 3.01
33 H -0.36 -4.18 2.91
34 C 2.10 -0.62 -2.14
35 N 1.30 0.05 -3.13
36 C 1.58 -0.29 -4.51
37 C 0.43 0.16 -5.37
38 C 0.21 1.63 -5.18
39 N 0.07 1.93 -3.77
40 C -0.42 3.28 -3.52
41 C -0.37 3.59 -2.05
42 C -0.70 2.37 -1.22
43 N 0.19 1.26 -1.48
44 C 0.51 1.11 -2.77
45 H 1.88 -0.16 -1.17
46 H 1.85 -1.68 -2.09
47 H 3.16 -0.51 -2.36
48 H 2.52 0.19 -4.83
49 H 1.72 -1.37 -4.57
50 H 0.66 -0.04 -6.42
51 H -0.48 -0.39 -5.12
52 H 1.06 2.20 -5.59
53 H -0.69 1.96 -5.70
54 H 0.19 4.00 -4.08
55 H -1.45 3.35 -3.91
56 H 0.62 3.95 -1.78
57 H -1.08 4.39 -1.82
58 H -0.56 2.60 -0.16
59 H -1.75 2.08 -1.39

Calculated values
Lowest unoccupied orbital energy, eV: -0.1
E_HOMO, eV: -7.9
ΔE to the lowest compared entry with this formula, charge and spin, kcal per mole: 85.1
Total energy, eV: -37991.85615
SMILES string: COc1ccc(C=C2C(=O)OC(C)(C)OC2=O)cc1.CN1CCCN2CCCN=C12
Orbital gap, eV: 7.760



Entry 2:
Entry from OMol25: the ion C3N3O5 with charge -1 at a distorted geometry (wB97M-V/def2-TZVPD).

Cartesian coordinates (Å):
1 N 1.56 -0.82 -1.65
2 C 1.48 -0.44 -0.56
3 O 1.88 -0.15 0.70
4 C 0.93 0.20 1.60
5 O 1.20 0.47 2.75
6 C -0.48 0.31 0.88
7 O -1.27 1.12 1.38
8 N -0.49 -0.39 -0.27
9 N -1.36 -0.13 -1.30
10 O -1.98 0.89 -1.37
11 O -1.48 -1.05 -2.14

Calculated values
Net charge: -1
Lowest unoccupied orbital energy, eV: 3.5
E_HOMO, eV: -5.5
ΔE to the lowest compared entry with this formula, charge and spin, kcal per mole: 14.6
Total energy, eV: -17815.50467
SMILES string: N#COC(=O)C(=O)N=[N+]([O-])[O-]
Orbital gap, eV: 8.962



Entry 3:
Entry from OMol25: an isolated molecule of C18H17N3O3S at a distorted geometry (wB97M-V/def2-TZVPD).

Cartesian coordinates (Å):
1 C 3.25 -1.40 5.86
2 N 2.33 -0.29 5.53
3 C 2.24 0.85 6.50
4 C 1.76 -0.20 4.26
5 N 1.98 -1.23 3.41
6 C 1.43 -1.20 2.14
7 S 1.55 -2.46 0.95
8 C 0.51 -1.52 -0.18
9 C 0.18 -0.30 0.38
10 C 0.73 -0.12 1.72
11 C 0.54 1.00 2.69
12 O -0.02 1.99 2.28
13 O 1.06 0.90 3.93
14 C -0.80 0.63 -0.29
15 C -1.70 -0.19 -1.26
16 N -0.89 -1.03 -2.11
17 C -1.02 -1.01 -3.54
18 O -0.60 -1.98 -4.14
19 C -1.56 0.06 -4.36
20 C -1.40 1.42 -4.01
21 C -1.86 2.48 -4.78
22 C -2.60 2.18 -5.96
23 C -2.77 0.85 -6.37
24 C -2.21 -0.20 -5.56
25 C -0.04 -2.05 -1.49
26 H 2.76 -2.36 5.72
27 H 4.15 -1.30 5.21
28 H 3.54 -1.37 6.94
29 H 1.33 1.39 6.40
30 H 3.10 1.54 6.39
31 H 2.30 0.41 7.53
32 H -1.49 1.04 0.44
33 H -0.28 1.48 -0.82
34 H -2.38 0.48 -1.83
35 H -2.35 -0.87 -0.67
36 H -0.78 1.73 -3.16
37 H -1.65 3.51 -4.49
38 H -3.01 2.98 -6.57
39 H -3.25 0.65 -7.33
40 H -2.30 -1.20 -5.92
41 H -0.59 -2.97 -1.30
42 H 0.82 -2.32 -2.13

Calculated values
Lowest unoccupied orbital energy, eV: 0.6
E_HOMO, eV: -7.9
ΔE to the lowest compared entry with this formula, charge and spin, kcal per mole: 57.8
Total energy, eV: -40389.61494
SMILES string: CN(C)c1nc2sc3c(c2c(=O)o1)CCN(C(=O)c1ccccc1)C3
Orbital gap, eV: 8.457



Entry 4:
Entry from OMol25: a structure of composition C29H27F3N5O2P2RuS at a distorted geometry (wB97M-V/def2-TZVPD).

Cartesian coordinates (Å):
1 Ru -0.30 -0.61 0.54
2 N 1.00 0.81 -1.84
3 P -0.63 0.88 -1.49
4 C -1.52 0.44 -2.92
5 C -2.68 1.11 -3.30
6 C -3.27 0.79 -4.54
7 C -2.83 -0.32 -5.28
8 C -1.63 -0.94 -4.93
9 C -1.02 -0.59 -3.76
10 C -1.03 2.43 -0.84
11 C -2.33 2.59 -0.35
12 C -2.80 3.86 -0.05
13 C -1.92 4.92 -0.25
14 C -0.58 4.73 -0.62
15 C -0.13 3.47 -0.90
16 P 1.72 0.20 -0.46
17 C 2.72 1.43 0.39
18 C 3.88 1.85 -0.27
19 C 4.48 3.02 0.12
20 C 3.96 3.80 1.16
21 C 2.87 3.35 1.87
22 C 2.24 2.16 1.48
23 C 2.54 -1.28 -0.84
24 C 1.99 -2.30 -1.62
25 C 2.55 -3.53 -1.58
26 C 3.64 -3.79 -0.74
27 C 4.24 -2.76 -0.04
28 C 3.65 -1.51 -0.02
29 H 1.50 1.16 -2.65
30 H -3.08 1.92 -2.71
31 H -4.10 1.38 -4.89
32 H -3.30 -0.62 -6.24
33 H -1.19 -1.66 -5.63
34 H -0.08 -1.09 -3.53
35 H -2.97 1.73 -0.26
36 H -3.79 3.99 0.34
37 H -2.25 5.93 -0.04
38 H 0.10 5.54 -0.79
39 H 0.90 3.23 -1.29
40 H 4.24 1.21 -1.11
41 H 5.38 3.34 -0.41
42 H 4.43 4.75 1.36
43 H 2.46 3.92 2.67
44 H 1.31 1.84 1.94
45 H 1.09 -2.15 -2.20
46 H 2.09 -4.35 -2.16
47 H 4.07 -4.77 -0.73
48 H 5.19 -2.90 0.44
49 H 4.12 -0.76 0.57
50 C -1.84 -5.06 3.36
51 C -0.89 -3.90 3.53
52 N -0.34 -3.57 4.64
53 N 0.45 -2.46 4.38
54 C 0.39 -2.14 3.11
55 S 1.16 -0.83 2.36
56 N -0.39 -3.05 2.56
57 N -0.91 -2.89 1.27
58 H -1.54 -5.95 3.92
59 H -1.98 -5.36 2.29
60 H -2.85 -4.77 3.72
61 H 0.93 -2.03 5.17
62 H -1.91 -2.66 1.42
63 H -0.84 -3.78 0.75
64 F -3.48 2.04 2.15
65 C -3.95 0.79 2.40
66 F -4.42 0.70 3.60
67 F -4.87 0.56 1.50
68 C -2.84 -0.27 2.18
69 O -2.90 -1.38 2.64
70 O -1.90 0.17 1.43

Calculated values
Net charge: +3
Lowest unoccupied orbital energy (spin up / spin down), eV: -9.9 / -12.0
E_HOMO (spin up / spin down), eV: -17.3 / -17.5
ΔE to the lowest compared entry with this formula, charge and spin, kcal per mole: 0.0
Total energy, eV: -82176.70042
Orbital gap (spin up / spin down), eV: 7.353 / 5.412
Spin multiplicity: 5



Entry 5:
Entry from OMol25: a structure of composition HOSn at a distorted geometry (wB97M-V/def2-TZVPD).

Cartesian coordinates (Å):
1 Sn -1.12 -0.85 1.25
2 O 0.82 0.37 -0.22
3 H 0.30 0.48 -1.03

Calculated values
Net charge: +1
Lowest unoccupied orbital energy, eV: -8.0
E_HOMO, eV: -14.9
ΔE to the lowest compared entry with this formula, charge and spin, kcal per mole: 0.5
Total energy, eV: -7884.08421
Orbital gap, eV: 6.916



Entry 6:
Entry from OMol25: a structure of composition C32H77BaN5O16Sr at a distorted geometry (wB97M-V/def2-TZVPD).

Cartesian coordinates (Å):
1 Sr -2.69 1.32 -4.43
2 Ba 1.69 -0.61 -5.51
3 O -2.39 3.11 -0.46
4 C -2.82 3.63 -1.60
5 O -2.40 4.71 -2.04
6 O -3.56 2.92 -2.32
7 H -2.72 2.22 -0.56
8 O -0.29 -0.70 -0.94
9 C -0.56 -0.49 -2.21
10 O -1.51 0.27 -2.40
11 O 0.20 -0.83 -3.12
12 H -0.98 -0.03 -0.96
13 C -1.72 -2.66 1.32
14 O -1.52 -4.11 1.12
15 C -0.15 -4.48 0.55
16 C 1.01 -3.90 1.39
17 N 0.77 -4.30 2.78
18 C 1.68 -3.73 3.81
19 C 1.56 -2.12 3.84
20 O 2.41 -1.72 4.90
21 C 2.68 -0.33 5.03
22 H -1.24 -2.00 0.60
23 H -1.04 -2.45 2.15
24 H -2.71 -2.23 1.49
25 H -0.05 -4.11 -0.46
26 H -0.20 -5.51 0.18
27 H 1.05 -2.82 1.26
28 H 1.92 -4.27 0.93
29 H -0.23 -4.30 2.85
30 H 2.71 -4.00 3.60
31 H 1.59 -4.16 4.81
32 H 0.49 -1.96 3.91
33 H 1.92 -1.64 2.93
34 H 3.20 -0.32 5.99
35 H 1.77 0.26 4.92
36 H 3.27 -0.08 4.15
37 C -5.15 0.56 0.39
38 O -4.98 -0.23 -0.85
39 C -5.70 0.43 -1.90
40 C -5.64 -0.35 -3.17
41 N -4.20 -0.52 -3.52
42 C -3.87 -1.54 -4.52
43 C -4.14 -2.95 -3.96
44 O -3.72 -3.88 -5.00
45 C -4.67 -4.08 -6.07
46 H -4.40 1.35 0.51
47 H -5.16 -0.16 1.21
48 H -6.14 0.99 0.30
49 H -5.45 1.45 -2.20
50 H -6.75 0.48 -1.60
51 H -6.16 0.21 -3.94
52 H -6.07 -1.35 -3.08
53 H -3.73 -0.56 -2.63
54 H -2.80 -1.55 -4.70
55 H -4.34 -1.37 -5.49
56 H -5.19 -3.12 -3.72
57 H -3.51 -3.16 -3.10
58 H -5.58 -4.53 -5.66
59 H -4.18 -4.79 -6.73
60 H -4.88 -3.12 -6.54
61 C 2.28 1.84 1.31
62 O 3.03 2.25 0.26
63 C 2.36 1.95 -0.99
64 C 1.13 2.84 -1.33
65 N 1.60 4.06 -1.93
66 C 2.46 4.84 -1.02
67 C 3.08 6.07 -1.63
68 O 3.61 5.88 -2.93
69 C 3.92 7.18 -3.64
70 H 1.46 2.53 1.53
71 H 2.79 1.70 2.26
72 H 1.95 0.81 1.18
73 H 2.13 0.88 -1.06
74 H 3.04 2.10 -1.83
75 H 0.43 3.04 -0.52
76 H 0.42 2.40 -2.03
77 H 0.78 4.60 -2.18
78 H 3.38 4.36 -0.69
79 H 1.90 5.09 -0.12
80 H 3.73 6.67 -0.99
81 H 2.18 6.62 -1.93
82 H 3.43 8.02 -3.14
83 H 3.35 7.18 -4.57
84 H 4.99 7.35 -3.76
85 C -1.64 1.02 2.43
86 O -2.64 0.76 3.52
87 C -2.13 0.23 4.76
88 C -1.55 1.18 5.88
89 N -0.50 1.94 5.36
90 C -0.49 3.37 5.67
91 C 0.14 3.84 6.95
92 O 1.60 3.68 6.78
93 C 2.22 3.93 8.01
94 H -2.29 1.49 1.68
95 H -1.14 0.18 1.94
96 H -0.91 1.81 2.62
97 H -1.38 -0.50 4.44
98 H -2.98 -0.32 5.17
99 H -1.27 0.62 6.77
100 H -2.39 1.79 6.19
101 H 0.44 1.59 5.47
102 H -1.47 3.84 5.60
103 H 0.04 3.80 4.82
104 H -0.13 3.18 7.77
105 H -0.25 4.81 7.25
106 H 3.21 4.16 7.62
107 H 2.30 3.09 8.69
108 H 1.89 4.81 8.57
109 C 4.63 -2.41 0.90
110 O 3.84 -2.35 -0.30
111 C 4.67 -2.35 -1.50
112 C 4.02 -1.62 -2.69
113 N 2.81 -2.25 -3.27
114 C 2.92 -3.58 -3.98
115 C 1.57 -4.23 -4.42
116 O 0.78 -3.36 -5.21
117 C -0.56 -3.63 -5.14
118 H 4.43 -1.40 1.27
119 H 5.70 -2.60 0.95
120 H 3.98 -3.15 1.36
121 H 5.00 -3.32 -1.86
122 H 5.68 -1.97 -1.37
123 H 4.77 -1.51 -3.47
124 H 3.74 -0.64 -2.32
125 H 2.15 -2.33 -2.50
126 H 3.45 -4.30 -3.36
127 H 3.51 -3.39 -4.88
128 H 1.15 -4.44 -3.43
129 H 1.83 -5.14 -4.95
130 H -1.15 -2.99 -5.79
131 H -1.09 -3.76 -4.20
132 H -0.67 -4.61 -5.61

Calculated values
Net charge: +1
Lowest unoccupied orbital energy (spin up / spin down), eV: -3.4 / -3.9
E_HOMO (spin up / spin down), eV: -7.8 / -9.8
Total energy, eV: -76156.76789
Orbital gap (spin up / spin down), eV: 4.363 / 5.853
Spin multiplicity: 2



Question: The lowest total energy belongs to which entry?
Answer: C29H27F3N5O2P2RuS